Molecular formula: C17H41Cl3N8O8
Method: DFT, ωB97M-V/def2-TZVPD

Atoms and positions in Å:
Cl 12.83374 10.48999 -6.67947
C 13.47229 11.90554 -7.45779
Cl 12.66820 12.29230 -8.94823
Cl 15.21427 11.83278 -7.89250
H 13.38566 12.69350 -6.70967
C 1.54589 14.95661 -8.92069
C 1.05674 15.88113 -10.06586
N 1.51044 17.10660 -10.01162
O 0.15696 15.56739 -10.83298
H 1.33244 13.89528 -9.04768
H 1.10476 15.31083 -7.98901
H 2.61481 15.05507 -8.73148
H 2.30161 17.32858 -9.42435
H 1.12972 17.83920 -10.59338
C 3.48246 4.19583 -6.32648
C 4.03897 5.26801 -5.42559
N 5.04853 4.89699 -4.65760
O 3.54616 6.36806 -5.48718
H 3.80100 4.27028 -7.36624
H 2.39393 4.23006 -6.37165
H 3.76922 3.22408 -5.92453
H 5.27636 3.91884 -4.55073
H 5.58635 5.53962 -4.09380
C 9.72151 20.97369 -9.57016
C 8.85293 19.94935 -8.85820
N 9.37891 19.02581 -8.11370
O 7.64174 19.94840 -8.91856
H 9.34424 21.08142 -10.58709
H 10.79527 20.79310 -9.51993
H 9.48376 21.96031 -9.17247
H 8.76470 18.31434 -7.74405
H 10.37338 18.84985 -8.12702
C 7.14870 11.60764 -6.82559
C 7.50190 12.68068 -5.75597
N 8.04971 12.24960 -4.68563
O 7.13262 13.84979 -5.94203
H 8.08201 11.32926 -7.31502
H 6.53059 11.93618 -7.66111
H 6.78024 10.75567 -6.25421
H 8.27718 12.91523 -3.96086
H 8.24548 11.25888 -4.67008
C 8.03996 7.16338 0.69786
C 8.71309 8.19264 -0.15349
N 9.33887 9.14643 0.50061
O 8.52579 8.14653 -1.35241
H 8.77910 6.65042 1.31320
H 7.40090 6.45145 0.17549
H 7.42119 7.62535 1.46717
H 9.35664 9.25038 1.50509
H 9.86730 9.79785 -0.06198
C 4.79777 19.47842 -2.63911
C 3.65469 19.59399 -3.59380
N 3.42286 18.64231 -4.44809
O 2.79756 20.43546 -3.49469
H 4.43767 19.95415 -1.72692
H 5.66516 20.02208 -3.01351
H 5.06171 18.42800 -2.51640
H 4.16975 18.01519 -4.71070
H 2.64575 18.79132 -5.07578
C 10.37652 17.15256 2.33833
C 10.98858 16.17161 1.36044
N 12.03154 15.40850 1.72647
O 10.59042 16.07037 0.17557
H 11.15254 17.89018 2.54281
H 10.25651 16.78885 3.35882
H 9.54378 17.69411 1.88958
H 12.38691 14.71406 1.08494
H 12.20385 15.24973 2.70891
C 4.43331 11.39423 0.49489
C 3.62343 10.68190 -0.53326
N 3.93419 10.76146 -1.79251
O 2.67083 10.03134 -0.16758
H 5.41080 11.78427 0.21122
H 4.53879 10.84282 1.42918
H 3.80253 12.25563 0.71444
H 3.48342 10.09105 -2.39870
H 4.71056 11.35188 -2.05470

The highest occupied orbital energy is -9.388 eV. As for the SMILES: ClC(Cl)Cl.CC(N)=O.CC(N)=O.CC(N)=O.CC(N)=O.CC(N)=O.CC(N)=O.CC(N)=O.CC(N)=O. Its net charge is 0. As for the frontier orbital gap: 9.2093 eV. The value obtained for the energy is -3092.98151 Ha.